{
  "formula": "C22H36BF12N3O13PS",
  "method": "ωB97M-V/def2-TZVPD",
  "charge": 1,
  "homo_energy_ev": -12.274,
  "gap_ev": 7.8844,
  "max_force_ha_per_bohr": 0.096,
  "elements": ["C", "C", "O", "N", "C", "C", "O", "S", "B", "O", "N", "C", "C", "P", "N", "O", "O", "H", "H", "H", "H", "H", "H", "H", "H", "H", "H", "H", "H", "H", "H", "H", "H", "C", "C", "O", "C", "O", "C", "F", "F", "F", "H", "H", "H", "H", "H", "C", "C", "O", "C", "O", "C", "F", "F", "F", "H", "H", "H", "H", "H", "C", "C", "O", "C", "O", "C", "F", "F", "F", "H", "H", "H", "H", "H", "C", "C", "O", "C", "O", "C", "F", "F", "F", "H", "H", "H", "H", "H"],
  "coordinates": [[-2.01195, -2.56634, -0.87825], [-1.36804, -1.28189, -1.38646], [-1.91004, -0.62277, -2.17259], [-0.04987, -0.91546, -0.78429], [-0.24015, 0.34068, -0.05833], [0.88863, 1.37491, 0.04111], [-1.25457, 0.52406, 0.44318], [1.20949, -0.84109, -1.92785], [2.46768, -2.20104, -1.33548], [1.89365, -3.36317, -0.93431], [3.86895, -1.98451, -1.35163], [4.40932, -1.52690, -0.03506], [4.32718, -1.15027, -2.46810], [0.55524, -1.49624, -3.87999], [-0.38249, -2.71324, -3.87823], [-0.00781, -0.19819, -4.59893], [1.92812, -1.84636, -4.66338], [-1.44769, -2.92775, -0.01269], [-2.09672, -3.31323, -1.66623], [-2.98385, -2.25579, -0.47749], [0.59601, 2.03425, 0.85619], [0.94407, 1.90986, -0.91110], [1.83374, 0.87791, 0.28902], [2.04012, -4.07205, -1.57551], [5.39879, -1.97858, 0.07594], [3.73644, -1.85251, 0.76165], [4.50541, -0.43463, -0.07045], [4.32573, -1.68915, -3.41993], [5.37859, -0.89779, -2.27958], [3.79046, -0.18702, -2.57373], [0.10748, -3.45522, -4.38203], [-0.83234, 0.11893, -4.18489], [2.40744, -1.00317, -4.78419], [-5.26063, 0.82672, -0.74946], [-4.54124, 1.78562, 0.17633], [-5.38269, 2.89988, 0.51437], [-6.25672, 2.69341, 1.49812], [-6.39171, 1.67410, 2.10388], [-7.04302, 3.98019, 1.77552], [-7.45105, 4.57359, 0.64042], [-6.28951, 4.87270, 2.44185], [-8.12749, 3.75068, 2.51523], [-5.62851, 1.35135, -1.63226], [-4.59117, 0.02625, -1.06704], [-6.12503, 0.38034, -0.25752], [-3.66967, 2.20121, -0.32729], [-4.18625, 1.28477, 1.07685], [-10.02113, 7.34082, 0.60772], [-8.68218, 7.94819, 0.24641], [-8.77895, 8.72025, -0.96361], [-9.24280, 9.96065, -0.83055], [-9.58015, 10.47034, 0.19488], [-9.24000, 10.66729, -2.19178], [-9.72534, 9.87910, -3.16466], [-7.99032, 11.01767, -2.54556], [-9.97802, 11.77736, -2.17092], [-10.41324, 6.75768, -0.22681], [-9.92468, 6.69221, 1.47842], [-10.75533, 8.11467, 0.83249], [-7.95949, 7.15838, 0.04908], [-8.28409, 8.55551, 1.05929], [1.94428, -8.83733, 2.13956], [2.19739, -7.55333, 2.90012], [3.25939, -6.79142, 2.28789], [2.92097, -6.04199, 1.25158], [1.82452, -5.94416, 0.78286], [4.14460, -5.26538, 0.74982], [5.23572, -6.03486, 0.67309], [4.44457, -4.24077, 1.57110], [3.93487, -4.74834, -0.47103], [2.86553, -9.41353, 2.04568], [1.19887, -9.44382, 2.65244], [1.58790, -8.63277, 1.12961], [2.53048, -7.77973, 3.91103], [1.29380, -6.95013, 2.98412], [8.68484, -3.38401, 2.49567], [8.84882, -2.06975, 3.23032], [9.76119, -1.20074, 2.53488], [9.25661, -0.50574, 1.52531], [8.12000, -0.54523, 1.14996], [10.33531, 0.40328, 0.92338], [11.49751, -0.24366, 0.76298], [10.56643, 1.45859, 1.72013], [9.96753, 0.87249, -0.27255], [9.65558, -3.85200, 2.32903], [8.05715, -4.06647, 3.06852], [8.22809, -3.23317, 1.51670], [9.28501, -2.24525, 4.21178], [7.89112, -1.57309, 3.38561]],
  "forces_ev_per_angstrom": [[0.77, 0.86, 1.27], [-0.67, -3.94, 2.04], [-0.32, 2.54, -2.37], [0.17, 0.57, -0.87], [4.39, 0.56, -1.37], [-0.22, -1.11, -0.03], [-4.53, 0.21, 1.98], [0.73, 1.44, 0.24], [0.87, -2.57, 0.37], [-1.01, 1.38, -0.45], [-1.31, 1.60, -0.68], [0.31, -0.49, -0.61], [0.97, 0.21, 0.11], [-1.28, -2.14, -2.70], [0.59, 0.38, 0.50], [0.65, 0.11, 1.11], [-0.48, 1.93, 1.37], [-0.01, -0.28, -0.36], [0.00, 0.20, -0.02], [-0.05, -0.21, -0.39], [0.08, 0.05, -0.19], [0.23, 0.03, 0.21], [0.01, 0.31, -0.21], [0.18, -0.35, 0.55], [-0.15, 0.19, 0.31], [0.28, 0.09, 0.05], [-0.06, -0.18, 0.30], [-0.21, -0.05, 0.22], [-0.22, 0.06, -0.10], [0.03, -0.21, 0.08], [-0.43, -0.28, 0.24], [-0.04, -0.02, -0.18], [0.35, -0.41, -0.47], [-0.32, 0.04, 0.05], [0.33, -0.49, -0.30], [-0.12, 0.33, 0.18], [0.60, -0.43, -0.33], [-0.27, 0.13, 0.20], [-0.72, 0.92, 0.26], [0.18, -0.25, 0.04], [0.14, -0.31, -0.15], [0.26, -0.28, -0.13], [0.13, -0.01, -0.04], [0.03, 0.05, 0.00], [0.08, -0.05, 0.06], [-0.12, 0.26, 0.06], [-0.19, 0.09, 0.09], [-0.24, 0.18, -0.14], [-0.03, -0.49, 0.49], [0.12, 0.26, -0.29], [0.20, -0.62, 0.52], [-0.10, 0.32, -0.17], [-0.15, 0.48, -0.90], [0.07, -0.02, 0.28], [-0.09, -0.16, 0.25], [0.10, -0.23, 0.25], [0.10, -0.09, 0.04], [0.05, 0.00, -0.02], [0.07, 0.01, 0.09], [0.02, 0.12, -0.27], [-0.11, 0.19, -0.12], [0.16, 0.07, -0.34], [-0.46, -0.56, 0.34], [0.26, 0.39, -0.14], [-0.46, -0.55, 0.66], [0.14, 0.28, -0.38], [0.96, 0.23, -0.40], [-0.30, -0.02, 0.05], [-0.31, -0.15, 0.00], [0.18, -0.46, 0.37], [-0.03, -0.03, 0.13], [0.02, 0.04, 0.04], [-0.10, 0.03, 0.06], [0.26, 0.16, -0.08], [0.10, 0.14, -0.20], [0.08, 0.06, -0.32], [-0.31, -0.53, 0.33], [0.14, 0.34, -0.14], [-0.27, -0.51, 0.60], [-0.02, 0.21, -0.31], [0.80, 0.56, -0.50], [-0.29, -0.06, 0.10], [-0.23, -0.25, 0.03], [-0.19, -0.20, 0.24], [-0.01, -0.02, 0.12], [0.02, 0.04, 0.04], [-0.08, 0.02, 0.06], [0.21, 0.17, -0.10], [0.06, 0.13, -0.19]],
  "lowdin_charge": [0.040, -0.528, 0.147, -0.182, -0.527, 0.012, 0.189, 1.111, -0.723, 0.137, -0.113, -0.018, -0.080, 0.364, -0.117, -0.115, -0.126, 0.091, 0.092, 0.098, 0.101, 0.093, 0.077, 0.133, 0.098, 0.094, 0.099, 0.090, 0.109, 0.082, 0.032, 0.096, 0.094, -0.049, -0.205, 0.033, -0.391, 0.179, -0.531, 0.154, 0.164, 0.174, 0.088, 0.064, 0.083, 0.119, 0.122, -0.056, -0.199, 0.031, -0.396, 0.176, -0.534, 0.160, 0.161, 0.172, 0.085, 0.080, 0.079, 0.111, 0.127, -0.055, -0.187, 0.042, -0.396, 0.167, -0.512, 0.178, 0.157, 0.148, 0.087, 0.087, 0.078, 0.128, 0.126, -0.057, -0.193, 0.041, -0.396, 0.148, -0.536, 0.170, 0.170, 0.165, 0.087, 0.083, 0.071, 0.128, 0.123]
}